Entry 1:
Computed, not measured: 9 unconnected molecules or ions with the total composition C21H64N14O9 at a distorted geometry, with wB97M-V/def2-TZVPD.

Summary:
**Charge**: -1
**Lowest unoccupied orbital energy (alpha / beta)**: 0.0774 / 0.0753 Ha
**HOMO-LUMO gap (alpha / beta)**: 0.081 / 0.339 hartree
**2S+1**: 2

Geometry as XYZ:
```
108
Properties=species:S:1:pos:R:3:forces:R:3
C 2.859 -8.159 19.765 1.865 1.942 0.707
C 3.621 -8.469 21.079 -0.973 -0.944 0.424
C 3.044 -7.624 22.253 -0.393 -0.949 -0.737
O 3.697 -8.027 23.436 0.263 0.744 1.210
C 3.396 -7.174 24.551 0.086 0.994 -0.477
N 3.610 -9.938 21.235 0.120 0.924 -0.430
H 3.118 -7.117 19.573 -0.216 0.456 -0.056
H 1.773 -8.113 19.852 0.158 -0.873 -0.098
H 3.346 -8.600 18.896 -0.734 -0.802 0.129
H 4.670 -8.173 21.081 0.105 0.129 -0.600
H 1.970 -7.735 22.403 -0.403 -0.450 -0.162
H 3.130 -6.585 21.936 0.699 0.450 0.504
H 2.333 -6.956 24.652 -0.295 -0.445 -0.060
H 3.843 -6.187 24.434 0.197 0.253 -0.552
H 3.791 -7.446 25.530 0.035 -1.129 -0.368
H 3.999 -10.282 22.102 -0.462 0.059 0.098
H 2.691 -10.274 20.985 0.075 -0.412 0.522
C 2.736 -4.237 20.227 1.036 0.811 0.508
C 2.457 -3.150 19.138 1.229 -0.805 0.194
C 3.695 -2.804 18.232 0.788 -1.695 -0.186
O 4.978 -2.953 18.891 -0.138 1.098 0.105
C 6.161 -2.821 18.053 -1.142 -1.115 0.356
N 1.357 -3.612 18.288 0.428 0.362 0.160
H 3.628 -4.838 20.051 -0.042 -0.038 -0.570
H 1.958 -4.928 20.550 -0.553 0.255 -0.682
H 3.002 -3.725 21.151 -0.007 0.216 0.110
H 2.240 -2.198 19.623 -0.364 -0.056 0.309
H 3.485 -1.849 17.749 0.392 0.681 0.353
H 3.822 -3.491 17.395 -0.676 -0.471 -0.158
H 6.055 -3.452 17.171 -0.339 0.271 -0.508
H 6.972 -3.334 18.570 0.016 0.570 0.407
H 6.402 -1.792 17.786 0.017 0.012 0.185
H 0.525 -3.634 18.860 -0.367 -0.101 0.261
H 1.084 -2.882 17.646 -0.118 0.382 -0.323
C 4.541 1.008 17.177 -0.971 -0.218 -0.748
C 4.406 0.578 15.674 1.755 2.721 0.673
C 4.712 1.915 14.764 -0.183 -2.292 0.552
O 4.976 1.507 13.430 -0.071 -0.623 1.862
C 5.139 2.607 12.582 -0.333 -1.383 -0.561
N 5.448 -0.449 15.530 -0.531 -0.187 -1.467
H 4.618 0.101 17.777 -0.042 0.105 0.168
H 3.711 1.597 17.565 -0.087 -0.013 -0.107
H 5.454 1.588 17.317 0.062 -0.118 -0.154
H 3.457 0.204 15.291 -0.360 0.124 0.595
H 5.552 2.525 15.098 0.374 -0.311 0.515
H 3.849 2.578 14.826 -0.469 -0.082 -0.066
H 5.389 3.509 13.141 -0.003 0.179 -0.361
H 4.182 2.602 12.060 0.084 1.194 -0.469
H 5.921 2.249 11.913 0.133 0.819 -0.338
H 5.266 -1.235 16.137 -0.209 0.120 0.797
H 5.148 -0.898 14.676 0.777 -0.233 -0.911
C 10.955 -9.535 19.239 -0.822 1.527 0.544
C 9.571 -8.896 19.586 -1.128 0.365 -0.333
C 9.372 -7.385 19.992 3.363 -1.299 1.296
O 8.072 -6.987 19.926 -0.691 0.614 -0.530
C 7.962 -5.596 20.058 -1.536 0.835 0.713
N 8.705 -9.103 18.410 -0.097 -0.201 0.049
H 11.437 -8.870 18.522 0.211 -0.080 -0.103
H 10.770 -10.488 18.743 -0.001 0.064 0.273
H 11.597 -9.628 20.115 0.045 -0.139 -0.039
H 9.087 -9.400 20.422 0.243 -0.552 0.002
H 10.081 -6.722 19.497 -0.142 0.191 -0.976
H 9.697 -7.256 21.024 0.237 -0.237 0.558
H 8.544 -4.967 19.385 -0.165 -0.498 -0.853
H 8.196 -5.116 21.008 0.660 -0.871 0.858
H 6.885 -5.426 20.054 -0.002 0.385 -0.831
H 7.761 -9.193 18.759 -0.253 -0.180 -0.085
H 8.663 -8.209 17.942 0.041 0.065 -0.539
C 0.104 -6.765 16.923 -0.799 -0.451 -0.441
O -0.143 -7.664 16.181 -0.551 -4.050 -1.620
N 0.265 -5.600 16.430 1.082 4.597 -2.648
N 0.077 -6.819 18.229 -0.078 -0.804 3.441
H 0.619 -4.801 16.937 0.006 -0.091 0.016
H 0.317 -5.648 15.422 -0.080 0.398 0.261
H 0.088 -7.763 18.587 0.081 0.450 0.400
H 0.437 -6.016 18.724 0.254 -0.500 0.320
C 3.553 -3.671 14.306 3.736 -1.140 0.641
O 4.759 -3.694 14.615 -0.894 0.809 0.888
N 3.227 -3.821 13.047 -0.984 -0.020 -2.916
N 2.487 -3.725 15.078 -1.848 0.611 1.946
H 2.311 -3.465 12.815 0.433 -0.296 -0.919
H 3.976 -4.033 12.403 -0.479 0.355 -0.120
H 2.442 -3.281 15.984 0.059 -0.470 -0.170
H 1.637 -4.034 14.630 0.035 0.322 0.539
C -2.189 -3.425 18.275 1.454 0.541 -0.668
O -1.300 -3.035 17.528 0.600 0.268 -0.523
N -3.301 -2.761 18.543 -1.761 2.293 -0.639
N -2.177 -4.486 19.066 -0.033 -1.867 1.161
H -3.989 -3.205 19.134 -0.578 0.559 0.102
H -3.558 -1.931 18.029 -0.027 -0.101 -0.066
H -3.143 -4.536 19.357 0.404 -1.824 1.062
H -1.560 -5.285 19.087 -0.232 0.225 -0.536
C -0.365 0.302 19.971 3.063 2.543 2.334
O 0.648 0.902 20.373 -0.208 -0.063 -0.366
N -0.415 -0.424 18.914 0.365 -2.458 -3.701
N -1.505 0.349 20.613 -2.498 0.322 1.696
H -1.180 -1.076 18.810 0.277 -0.113 -0.629
H 0.376 -0.444 18.286 -0.281 -0.227 0.231
H -2.301 -0.001 20.100 -0.412 0.304 0.590
H -1.583 1.053 21.334 -0.240 -0.331 -0.178
C 9.203 -1.319 14.960 -4.517 -1.564 -2.174
O 10.268 -1.323 14.512 7.069 -0.349 -0.969
N 8.418 -2.434 15.080 -0.195 -1.075 2.119
N 8.409 -0.282 14.802 -1.089 3.795 0.911
H 7.481 -2.095 15.246 -0.324 -1.474 -0.502
H 8.640 -3.179 14.435 -0.389 0.102 0.328
H 7.480 -0.277 15.200 -0.263 0.616 -0.151
H 8.874 0.570 14.523 -0.329 0.037 0.389
```
Positions in Å, forces in eV/Å.

***

Entry 2:
Computed, not measured: a molecular structure, C16H23CsNO4 at a distorted geometry, with wB97M-V/def2-TZVPD.

Summary:
**Charge**: +1
**Lowest unoccupied orbital energy**: -0.1584 Ha
**HOMO-LUMO gap**: 0.272 hartree

Geometry as XYZ:
```
45
Properties=species:S:1:pos:R:3:forces:R:3
C 4.493 -3.440 -0.296 -0.089 -0.324 0.284
C 3.038 -3.629 0.195 0.520 0.043 -0.411
C 2.195 -2.342 0.215 0.541 -0.832 -0.064
O 1.660 -2.184 1.533 -0.280 -0.217 -0.088
C 0.269 -2.022 1.533 -0.659 1.133 -0.812
C -0.132 -0.594 1.121 -0.191 -0.441 -0.022
C 0.049 0.413 1.992 0.095 0.001 -0.202
C 0.644 0.277 3.349 -0.383 0.039 0.239
C -0.368 1.814 1.624 -0.052 0.349 0.119
O -0.293 2.684 2.462 -0.034 -0.160 -0.008
C -0.913 2.086 0.283 0.235 -0.029 -0.244
C -1.284 3.498 -0.118 0.252 -0.057 0.047
O -0.359 4.480 0.268 -0.141 0.008 0.113
C 0.948 4.240 -0.202 0.217 -0.089 -0.195
C -1.091 1.068 -0.577 -0.571 0.439 -0.229
N -1.596 1.226 -1.867 0.279 -0.850 0.081
C -2.759 0.802 -2.160 0.035 0.008 -0.189
C -3.835 0.523 -1.140 0.292 -0.043 0.111
C -3.116 0.560 -3.600 -0.044 0.245 0.314
C -0.692 -0.334 -0.242 0.357 0.496 0.694
O -0.805 -1.218 -1.084 -0.029 -0.059 0.341
H 4.679 -4.009 -1.204 0.033 0.199 -0.129
H 5.191 -3.825 0.447 0.034 0.061 0.002
H 4.741 -2.392 -0.456 -0.009 0.005 -0.120
H 3.055 -4.053 1.197 -0.144 0.108 0.065
H 2.571 -4.373 -0.458 -0.128 -0.028 0.107
H 1.416 -2.433 -0.551 -0.036 0.414 0.215
H 2.811 -1.495 -0.089 -0.114 0.217 0.317
H -0.208 -2.747 0.819 2.882 4.844 4.831
H -0.169 -2.217 2.515 0.427 -0.136 0.115
H 0.055 0.875 4.045 0.065 0.047 0.000
H 1.651 0.692 3.375 0.049 -0.058 -0.080
H 0.661 -0.748 3.708 0.189 -0.022 -0.078
H -1.383 3.523 -1.209 -0.195 -0.131 -0.001
H -2.244 3.747 0.338 0.031 0.189 -0.017
H 1.455 5.196 -0.315 -0.055 0.044 0.102
H 0.950 3.742 -1.180 -0.093 0.038 -0.013
H 1.524 3.622 0.495 -0.041 0.005 0.042
H -3.702 -0.459 -0.675 0.018 -0.047 -0.121
H -3.775 1.257 -0.338 -0.156 0.023 0.006
H -4.814 0.541 -1.611 -0.061 0.050 0.091
H -3.811 -0.279 -3.647 -0.014 0.004 -0.110
H -2.221 0.339 -4.173 -0.008 0.127 -0.091
H -3.625 1.436 -4.008 0.002 -0.047 -0.102
Cs -0.858 -3.849 -0.314 -3.028 -5.569 -4.910
```
Positions in Å, forces in eV/Å.

***

Entry 3:
Computed, not measured: a single C4H8N2 molecule at a distorted geometry, with wB97M-V/def2-TZVPD.

Summary:
**Structure (SMILES)**: CCNCC#N
**Lowest unoccupied orbital energy**: 0.0357 Ha
**HOMO-LUMO gap**: 0.394 hartree

Geometry as XYZ:
```
14
Properties=species:S:1:pos:R:3:forces:R:3
C -1.859 -0.647 0.694 -0.036 -0.007 0.031
C -0.522 -0.720 -0.029 -0.058 -0.143 -0.034
N 0.042 0.623 -0.139 0.027 0.035 0.169
C 1.369 0.672 -0.713 0.076 0.053 -0.152
C 2.428 0.142 0.180 0.643 -0.335 0.669
N 3.207 -0.238 0.946 -0.720 0.320 -0.753
H -2.511 0.082 0.203 0.070 -0.117 0.060
H -1.722 -0.335 1.736 -0.019 -0.045 -0.146
H -2.361 -1.619 0.700 0.100 0.123 0.000
H 0.153 -1.426 0.487 -0.082 0.140 -0.051
H -0.667 -1.102 -1.048 0.026 0.053 0.136
H 0.056 1.058 0.779 -0.050 0.012 -0.130
H 1.628 1.706 -0.966 -0.005 -0.158 0.066
H 1.378 0.102 -1.649 0.028 0.067 0.134
```
Positions in Å, forces in eV/Å.

***

Entry 4:
Computed, not measured: a molecular structure, C19H32ClN3W at a distorted geometry, with wB97M-V/def2-TZVPD.

Summary:
**Charge**: +2
**Lowest unoccupied orbital energy (alpha / beta)**: -0.2765 / -0.2824 Ha
**HOMO-LUMO gap (alpha / beta)**: 0.112 / 0.294 hartree
**2S+1**: 3

Geometry as XYZ:
```
56
Properties=species:S:1:pos:R:3:forces:R:3
C 1.580 4.276 -3.408 -0.424 -0.203 0.385
C 1.608 3.390 -4.576 -0.032 -0.471 -0.537
C 0.507 5.282 -3.309 -0.429 0.308 0.086
C 2.796 4.467 -2.611 0.549 0.059 0.438
Cl 0.666 1.510 -1.433 -0.261 -0.923 0.818
H 0.743 6.165 -3.931 -0.129 -0.077 0.120
H 0.377 5.641 -2.279 0.057 0.017 -0.196
H -0.456 4.889 -3.660 0.165 0.116 -0.012
H 2.056 3.905 -5.445 -0.056 -0.139 0.013
H 0.599 3.078 -4.876 0.165 0.096 -0.024
H 2.204 2.488 -4.395 0.014 0.118 -0.070
H 3.468 5.198 -3.095 0.010 -0.082 0.133
H 3.362 3.536 -2.495 0.010 0.116 -0.075
H 2.569 4.856 -1.609 0.075 0.014 -0.182
C -2.822 -1.397 -0.507 -0.037 0.853 0.024
C -3.141 -0.141 0.085 0.280 0.009 -0.641
C -2.616 0.899 -0.777 -0.432 -0.254 -0.663
H -3.792 0.030 0.941 0.288 -0.114 -0.188
C -1.926 0.242 -1.862 -0.992 -0.073 0.183
C -2.044 -1.170 -1.663 0.083 0.859 -0.014
H -1.644 -1.931 -2.332 -0.016 0.228 0.286
H -3.202 -2.357 -0.175 0.430 0.216 0.013
H -2.867 1.953 -0.725 0.046 -0.172 -0.075
H -1.570 0.737 -2.760 0.224 -0.162 0.395
C 0.280 0.364 2.596 -0.407 0.623 -0.167
C -1.141 0.481 2.637 0.374 0.249 -0.244
C -1.513 1.628 1.863 0.585 0.631 0.217
H -1.816 -0.102 3.268 0.299 0.242 -0.351
C -0.320 2.167 1.275 -0.489 0.847 0.881
C 0.783 1.346 1.712 0.080 0.399 0.339
H 1.834 1.596 1.547 -0.477 -0.361 -0.227
H 0.883 -0.290 3.229 -0.202 -0.149 -0.581
H -2.490 2.101 1.849 0.178 -0.252 -0.163
H -0.259 3.104 0.723 0.105 -0.387 0.144
W -0.741 0.320 0.193 -0.904 -0.922 0.169
C 2.561 -2.566 0.656 0.286 -0.124 -0.084
N 1.451 -3.066 1.474 -0.659 0.694 -0.069
C 1.831 -3.762 2.707 0.285 -0.515 0.169
C 0.196 -2.596 1.295 0.399 -0.295 -0.172
N 0.044 -1.519 0.450 0.983 -1.424 -0.407
N -0.811 -3.283 1.883 0.547 0.375 -0.378
C -0.741 -4.747 2.026 0.048 -0.161 0.186
C -2.112 -2.744 2.220 -0.339 0.182 0.133
H 3.460 -3.087 1.009 -0.226 0.258 -0.291
H 2.709 -1.476 0.772 -0.069 -0.474 -0.040
H 2.424 -2.825 -0.411 0.054 0.153 0.460
H 1.075 -3.641 3.494 0.232 -0.019 -0.373
H 1.993 -4.831 2.503 0.018 0.334 0.291
H 2.773 -3.326 3.057 -0.244 -0.115 -0.043
H 0.789 -1.583 -0.254 -0.077 0.046 0.450
H -0.720 -5.025 3.085 0.051 -0.080 -0.209
H -1.641 -5.176 1.576 0.054 0.128 0.049
H 0.124 -5.163 1.503 -0.248 0.178 0.150
H -2.120 -1.654 2.127 -0.059 -0.568 -0.060
H -2.880 -3.182 1.573 0.114 0.075 0.292
H -2.358 -3.012 3.260 0.120 0.095 -0.284
```
Positions in Å, forces in eV/Å.

***

Entry 5:
Computed, not measured: a single C7H12 molecule at a distorted geometry, with wB97M-V/def2-TZVPD.

Summary:
**Lowest unoccupied orbital energy (alpha / beta)**: 0.0162 / 0.0391 Ha
**HOMO-LUMO gap (alpha / beta)**: 0.280 / 0.327 hartree

Geometry as XYZ:
```
19
Properties=species:S:1:pos:R:3:forces:R:3
C -0.064 -1.353 -2.169 0.059 0.098 -0.038
C 0.669 -0.516 -1.174 0.913 -0.288 -1.830
C 0.215 0.826 -0.792 -0.337 0.334 0.794
C -0.112 0.547 0.703 0.354 0.337 -0.893
C 0.419 1.427 1.825 0.315 -0.204 0.180
C -1.016 1.122 1.694 -0.327 1.635 -0.267
C -0.184 -0.919 0.967 -1.522 0.223 3.094
H 0.221 -1.066 -3.195 -0.095 -0.092 0.090
H -1.149 -1.212 -2.091 0.118 -0.024 0.002
H 0.156 -2.421 -2.062 -0.019 0.131 0.011
H 1.704 -0.777 -0.969 -0.160 0.000 0.045
H 0.994 1.595 -0.865 -0.157 -0.109 -0.073
H -0.663 1.148 -1.361 0.078 -0.041 0.080
H 0.797 2.392 1.467 -0.251 -0.166 0.193
H 0.992 1.022 2.664 -0.111 -0.010 -0.256
H -1.925 1.705 1.754 0.078 -0.030 -0.120
H -0.839 -0.590 1.977 1.016 -1.934 -0.742
H -0.933 -1.458 0.386 0.281 0.041 -0.056
H 0.720 -1.472 1.242 -0.232 0.099 -0.215
```
Positions in Å, forces in eV/Å.

***

Entry 6:
Computed, not measured: a single CH2N2S4 molecule at a distorted geometry, with wB97M-V/def2-TZVPD.

Summary:
**Lowest unoccupied orbital energy (alpha / beta)**: -0.0589 / -0.0589 Ha
**HOMO-LUMO gap (alpha / beta)**: 0.262 / 0.262 hartree

Geometry as XYZ:
```
9
Properties=species:S:1:pos:R:3:forces:R:3
C 1.605 -0.570 -0.536 -1.082 -0.918 -2.163
N 2.483 -0.682 -1.469 0.142 0.988 1.391
N 2.625 -1.358 -2.594 -0.636 -0.350 1.752
S -0.133 -0.441 -3.512 1.629 -0.883 -0.236
S 1.525 -1.514 -3.673 -1.871 0.982 -1.159
S -1.123 -0.831 1.016 -0.453 0.481 1.461
S -0.091 -1.401 -0.601 1.435 0.657 -0.394
H 1.727 0.175 0.244 0.128 -0.145 0.043
H -1.688 0.432 0.857 0.710 -0.812 -0.695
```
Positions in Å, forces in eV/Å.

***

What electronic energy values result from the calculations? In sequence: -2282.182859, -998.969924, -266.703120, -1434.060591, -273.679798, -1741.462350 a.u..